Record 1
# C41H38F5N3O2RhS2Te

A molecular structure, C41H38F5N3O2RhS2Te (ωB97M-V with the def2-TZVPD basis set, the OMol25 dataset).

```
93
Properties=species:S:1:pos:R:3:mulliken_spin:R:1
Rh -0.3369 -1.3968 -1.0706 2.365
C -4.8202 -2.0295 -5.3216 0.000
C -4.7278 -2.5335 -3.8901 -0.001
N -3.3772 -2.9733 -3.5215 0.006
C -3.1307 -4.4159 -3.5031 0.010
C -2.7955 -4.9807 -4.8715 -0.003
C -2.4382 -2.0666 -3.2393 -0.012
S -0.7969 -2.6437 -3.0189 0.243
N -2.8282 -0.7945 -3.2990 0.019
C -2.3600 0.2297 -2.6115 -0.005
O -1.6530 0.2102 -1.5718 0.088
C -2.7941 1.5838 -3.0794 0.009
C -3.8487 1.7321 -3.9739 0.000
C -4.2292 2.9940 -4.4019 0.000
C -3.5492 4.1136 -3.9426 0.000
C -2.4947 3.9700 -3.0522 0.001
C -2.1214 2.7089 -2.6158 0.000
H -5.8456 -1.7293 -5.5397 0.000
H -4.5383 -2.8073 -6.0293 0.000
H -4.1684 -1.1724 -5.4723 0.000
H -5.3755 -3.3995 -3.7525 0.000
H -5.0488 -1.7678 -3.1837 0.001
H -4.0338 -4.8794 -3.1023 0.000
H -2.3236 -4.6086 -2.7995 -0.003
H -3.6110 -4.8356 -5.5794 0.000
H -2.6089 -6.0519 -4.7950 0.000
H -1.9005 -4.5067 -5.2739 0.002
H -4.3639 0.8491 -4.3231 0.000
H -5.0536 3.1045 -5.0925 0.000
H -3.8397 5.0998 -4.2810 0.000
H -1.9605 4.8414 -2.6989 0.000
H -1.3008 2.5814 -1.9230 -0.001
C 5.6840 5.0173 3.3424 -0.001
C 4.8345 3.8505 2.9275 0.016
C 3.7821 4.0097 2.0384 -0.007
C 2.9730 2.9491 1.6456 -0.063
C 1.8801 3.2336 0.6545 0.025
C 3.2247 1.6789 2.1797 0.062
Te 2.0127 -0.0141 1.7826 0.691
N 0.4396 -1.8445 1.0581 0.856
C -0.7516 -2.0516 1.5329 -0.063
O -1.6832 -2.1363 0.6603 0.250
C -1.0231 -2.0467 2.9849 -0.025
C -0.0208 -2.3790 3.8880 0.029
C -0.2565 -2.2728 5.2498 -0.008
C -1.4874 -1.8192 5.7059 0.007
C -2.4864 -1.4832 4.8006 0.002
C -2.2584 -1.6006 3.4392 0.024
C 0.2450 0.9235 2.4448 0.095
C -0.7753 1.1554 1.5307 -0.044
C -1.9586 1.7447 1.9389 0.012
C -2.1168 2.1026 3.2714 0.003
C -1.0961 1.8648 4.1752 0.007
C 0.1061 1.2720 3.7846 -0.035
C 1.1722 1.0512 4.8191 0.038
C 4.3144 1.4841 3.0429 -0.019
C 4.6872 0.1496 3.6381 0.017
C 5.0903 2.5763 3.4115 -0.003
H 5.4622 5.8994 2.7440 0.000
H 6.7448 4.7920 3.2329 0.001
H 5.5119 5.2730 4.3893 0.001
H 3.5903 4.9912 1.6203 0.000
H 2.1167 4.1377 0.0956 0.001
H 0.9225 3.3845 1.1531 0.002
H 1.7541 2.4228 -0.0661 -0.009
H 0.9408 -2.7225 3.5193 0.004
H 0.5179 -2.5441 5.9546 -0.001
H -1.6694 -1.7283 6.7685 0.000
H -3.4427 -1.1241 5.1577 0.000
H -3.0180 -1.3355 2.7166 0.003
H -0.6603 0.9060 0.4841 -0.041
H -2.7430 1.9184 1.2143 0.000
H -3.0372 2.5604 3.6098 0.000
H -1.2271 2.1294 5.2175 0.001
H 0.7187 0.9019 5.7984 0.003
H 1.8439 1.9115 4.8785 0.002
H 1.7883 0.1719 4.6119 -0.009
H 4.4330 -0.7086 3.0151 -0.004
H 4.1958 0.0067 4.6038 -0.003
H 5.7623 0.1081 3.8077 0.001
H 5.9271 2.4192 4.0822 0.001
F 5.2183 -3.9927 -4.0618 0.001
C 4.4418 -3.0925 -3.4551 0.019
C 4.5903 -2.8429 -2.1020 -0.005
F 5.5198 -3.4986 -1.4018 0.000
C 3.7680 -1.9168 -1.4855 0.034
F 3.9609 -1.7021 -0.1715 -0.008
C 2.7832 -1.2188 -2.1746 0.012
S 1.7162 -0.0523 -1.3849 0.417
C 2.6779 -1.4721 -3.5382 -0.006
F 1.7906 -0.8119 -4.2848 0.001
C 3.4871 -2.3949 -4.1787 -0.001
F 3.3564 -2.6164 -5.4869 0.000
```

Properties
Spin multiplicity   6
Relative energy (zero: lowest compared OMol25 entry of this formula, charge and spin)   0.0 kJ/mol
Calculated total energy   -3574.063585 a.u.
Net charge   0
LUMO energy (alpha / beta)   0.4 / -2.0 eV

***

Record 2
# C41H39BrN6O2S3V

A molecular structure, C41H39BrN6O2S3V (ωB97M-V with the def2-TZVPD basis set, the OMol25 dataset).

```
93
Properties=species:S:1:pos:R:3:mulliken_spin:R:1
V -0.9180 1.2228 -1.5589 1.665
O -0.7145 -4.4027 -1.7168 0.000
C -0.8590 -3.5116 -2.7310 -0.003
C -0.6839 -3.9944 -4.0275 0.000
C -0.8863 -3.1711 -5.1170 0.001
C -1.2551 -1.8449 -4.9406 0.010
C -1.4064 -1.3490 -3.6598 0.042
C -1.1942 -2.1651 -2.5498 -0.029
C -1.3429 -1.5816 -1.1482 -0.009
O -0.9465 -0.3010 -1.1040 0.012
N -2.7421 -1.6463 -0.6948 0.002
N -3.3081 -0.4700 -0.4110 -0.008
C -4.5661 -0.3975 -0.2250 0.007
C -5.1824 0.8233 0.2291 0.000
Br -4.4461 2.4290 -0.5232 0.003
C -6.1903 0.8940 1.1085 -0.001
C -6.7080 -0.2471 1.8524 0.000
C -8.0524 -0.2859 2.2328 0.000
C -8.5507 -1.3459 2.9646 0.000
C -7.7201 -2.3901 3.3360 0.000
C -6.3825 -2.3598 2.9770 0.000
C -5.8772 -1.2996 2.2482 0.000
H -0.9513 -4.0242 -0.8619 0.000
H -0.3948 -5.0248 -4.1457 0.000
H -0.7724 -3.5708 -6.1111 0.000
H -1.4210 -1.2079 -5.7963 0.000
H -1.7000 -0.3040 -3.5061 0.014
H -0.7337 -2.1689 -0.4206 0.001
H -3.3270 -2.3735 -1.1094 0.001
H -5.2271 -1.2594 -0.3676 0.000
H -6.6335 1.8567 1.3153 0.000
H -8.7119 0.5192 1.9472 0.000
H -9.5933 -1.3593 3.2440 0.000
H -8.1097 -3.2136 3.9161 0.000
H -5.7262 -3.1656 3.2755 0.000
H -4.8183 -1.2636 2.0265 0.000
S 1.5606 2.8424 -0.9512 0.016
C 2.4030 1.4430 -0.5553 0.034
N 3.1080 1.3251 0.5871 0.008
C 3.7872 0.0870 0.8907 -0.001
C 4.2914 -0.5473 -0.3989 0.000
N 3.1893 -0.7012 -1.3248 0.000
C 3.1180 -1.9162 -2.1059 -0.002
C 2.8943 -3.1333 -1.2408 0.000
C 2.0186 -3.0855 -0.1631 -0.001
C 1.7762 -4.2159 0.5991 0.000
C 2.4148 -5.4061 0.2968 0.000
C 3.2982 -5.4591 -0.7683 0.000
C 3.5421 -4.3273 -1.5286 0.000
C 2.3369 0.3304 -1.4775 0.002
S 1.2316 0.3641 -2.7579 -0.009
C 3.2703 2.4121 1.5320 0.004
C 4.6661 2.9788 1.4401 -0.004
C 5.5683 2.8483 2.4871 0.000
C 6.8641 3.3225 2.3574 0.000
C 7.2708 3.9215 1.1773 0.000
C 6.3720 4.0629 0.1315 0.001
C 5.0761 3.5963 0.2638 0.002
H 3.1047 -0.6028 1.4048 0.001
H 4.6277 0.2996 1.5535 0.000
H 4.7201 -1.5292 -0.1972 0.000
H 5.0616 0.0978 -0.8419 0.000
H 4.0411 -2.0425 -2.6799 -0.001
H 2.2913 -1.8195 -2.8183 0.002
H 1.5272 -2.1501 0.0781 0.005
H 1.0875 -4.1717 1.4319 0.000
H 2.2216 -6.2895 0.8867 0.000
H 3.8046 -6.3806 -1.0092 0.000
H 4.2382 -4.3722 -2.3532 0.000
H 3.0822 2.0312 2.5401 0.000
H 2.5300 3.1767 1.2882 -0.002
H 5.2589 2.3839 3.4131 0.000
H 7.5567 3.2109 3.1794 0.000
H 8.2881 4.2685 1.0683 0.000
H 6.6817 4.5310 -0.7920 0.000
H 4.3745 3.7144 -0.5485 -0.002
C -0.5072 4.6692 3.5322 -0.001
C -0.7538 3.7952 2.3539 0.015
C -0.6384 2.4029 2.4137 -0.003
C -0.8385 1.6472 1.2772 0.077
N -1.1506 2.1776 0.0906 0.031
C -1.3340 3.5025 0.0388 0.066
C -1.1382 4.3267 1.1260 -0.012
H 0.4483 4.4476 4.0018 0.001
H -1.2837 4.5092 4.2779 0.002
H -0.5215 5.7156 3.2442 0.000
H -0.3902 1.9086 3.3426 0.000
H -0.7280 0.5666 1.3118 -0.014
H -1.6356 3.9215 -0.9127 -0.015
H -1.2791 5.3880 1.0040 0.000
S -1.8529 4.2515 -4.7513 0.080
C -1.5621 3.1979 -3.6362 0.091
N -1.3371 2.4281 -2.7560 -0.076
```

Properties
Spin multiplicity   3
Calculated total energy   -6777.129402 a.u.
Net charge   +1
LUMO energy (alpha / beta)   -3.9 / -3.9 eV